Entry 1:
Molecular formula: C41H49N4O6P2RbS
Method: DFT, ωB97M-V/def2-TZVPD

Structure (XYZ):
```
104
Properties=species:S:1:pos:R:3:forces:R:3
Rb -0.432805 2.077476 -0.312261 -0.2 0.4 -0.2
C 3.504916 1.973733 4.224414 0.9 -0.4 0.4
C 4.299643 2.949176 3.306247 -0.3 -1.2 -2.1
N 3.506001 3.585078 2.235944 1.3 1.8 3.2
C 2.595130 4.651876 2.485646 -1.9 -2.1 -0.9
C 1.488120 4.340033 3.470014 -2.6 0.3 -2.5
S 0.237736 3.010415 2.996304 0.8 1.3 -0.6
C 0.289584 1.919876 4.377378 0.4 -2.6 -2.1
C 1.336524 0.734009 4.222248 -0.3 1.1 -2.1
N 2.609031 0.993107 3.593145 2.6 1.5 0.8
H 2.964500 2.561333 4.934641 -0.4 0.5 0.7
H 4.325854 1.474827 4.778054 -0.4 -0.1 0.2
H 5.077788 2.342159 2.739344 -0.8 0.5 0.7
H 4.888953 3.647508 3.941736 -0.6 -0.1 -0.4
H 3.390602 3.205046 1.379131 0.0 -1.9 -2.7
H 2.109080 5.045699 1.562126 0.3 -0.9 0.2
H 3.058310 5.498677 2.803920 1.8 2.6 1.4
H 0.836732 5.206571 3.437075 -0.1 0.4 0.2
H 1.711865 4.195968 4.461860 1.0 -0.5 2.2
H -0.699570 1.442826 4.354535 0.1 0.2 0.4
H 0.465947 2.428921 5.264518 0.1 1.0 1.7
H 0.988084 -0.081814 3.591630 -0.9 0.0 0.3
H 1.490113 0.407421 5.211138 0.5 -0.9 1.3
H 2.765759 1.194798 2.618329 -1.7 -0.6 -0.5
O -4.056215 6.519207 -3.314415 -0.8 1.0 0.5
C -3.729878 5.617280 -4.178288 0.1 -0.3 -1.3
O -4.397483 5.511667 -5.211217 0.4 -0.5 0.2
C -2.543281 4.786593 -3.878628 -0.3 0.1 0.4
C -2.119663 3.767885 -4.698130 -0.5 -1.2 -1.4
N -1.142704 3.025992 -4.158169 0.0 0.9 -0.2
N -0.842954 3.615288 -2.975009 -0.5 -0.1 1.0
C -1.704593 4.637617 -2.747073 0.2 -0.3 -0.8
C -1.630826 5.518896 -1.542272 -0.7 1.4 -1.7
O -2.277608 6.633573 -1.631237 0.3 -0.7 0.4
O -0.901405 5.202497 -0.624482 1.2 -0.8 2.0
H -3.311828 6.614064 -2.619636 0.4 0.0 0.7
H -2.591382 3.520922 -5.663014 0.4 0.0 0.5
H -5.708646 -1.342508 -2.099671 1.3 -1.7 -2.1
O -1.361297 0.150509 1.700269 0.9 0.5 0.3
P -1.505709 -1.296922 1.355409 -0.5 -0.3 0.5
C -2.294216 -1.685716 -0.129749 3.9 -0.8 -1.2
P -0.971765 -1.567494 -1.421363 -3.6 0.4 -0.5
O 0.127283 -0.527305 -1.346712 -0.5 -0.9 0.0
C -0.307988 -3.235880 -1.729138 0.4 -0.7 1.9
C 0.767881 -3.242784 -2.550129 -3.1 -3.8 2.1
C 1.231859 -4.422188 -3.003532 -6.3 -5.5 6.7
C 0.762670 -5.655820 -2.533316 -5.0 6.0 2.5
C -0.451300 -5.625888 -1.614849 5.3 -6.4 -1.6
C -0.750193 -4.518378 -1.085030 -5.7 10.8 1.5
C -2.070256 -1.326701 -2.981771 1.1 -1.7 1.5
C -3.231027 -2.172131 -3.145376 1.6 -2.3 2.7
C -4.096393 -1.821294 -4.090570 -2.0 1.2 -2.1
C -3.833757 -0.654029 -4.837271 -1.6 -1.0 -1.6
C -2.648908 0.039723 -4.807575 -1.1 1.8 -1.0
C -1.727381 -0.323352 -3.880140 1.9 1.4 2.7
C 0.081567 -2.354313 1.597103 -2.7 1.8 -1.1
C 1.307208 -1.799143 1.214680 -1.9 -0.8 1.1
C 2.374416 -2.579651 1.104516 1.3 -2.3 -0.2
C 2.141230 -3.974773 1.184640 4.5 0.2 1.3
C 0.999965 -4.523526 1.611374 -2.8 -2.2 0.1
C -0.106493 -3.689887 1.807948 -0.6 -1.6 -1.4
C -2.651480 -1.953792 2.597715 0.5 -0.8 -0.3
C -2.501699 -1.621197 3.920310 0.9 -1.3 2.4
C -3.437162 -2.098316 4.866714 1.5 2.4 1.2
C -4.489859 -2.871577 4.530587 -0.4 0.0 -1.2
C -4.539980 -3.334968 3.210405 -1.5 -0.5 0.0
C -3.652521 -2.871722 2.253798 -0.3 -1.2 -1.3
H -5.999962 -0.954453 -1.631656 -1.4 1.8 2.2
H -3.246540 -1.222179 -0.274243 -0.3 0.4 -0.3
H 1.233152 -2.625531 -3.109213 2.3 6.2 -2.7
H 1.907144 -4.504608 -3.599609 8.2 -0.2 -7.1
H 0.922937 -6.613753 -2.545548 2.5 -5.0 -1.7
H -0.582963 -6.634761 -1.091960 -0.7 1.4 -1.0
H -1.745205 -4.006106 -0.458405 2.5 -2.5 -0.9
H -3.507762 -3.188876 -2.538412 1.3 2.8 -1.0
H -5.088550 -2.312830 -4.308281 1.3 0.3 0.5
H -4.673377 -0.499040 -5.534368 0.7 0.9 0.1
H -2.457818 1.033606 -5.275653 -0.4 -1.1 -0.1
H -0.871151 0.475084 -3.667191 -1.6 -2.1 -0.4
H 1.426252 -0.824843 0.951227 -0.3 2.9 -0.2
H 3.380987 -2.157983 0.956828 -0.6 -0.5 -0.2
H 3.075251 -4.566671 1.269563 -0.6 -0.1 -0.8
H 0.732970 -5.642709 1.645785 1.2 1.7 0.0
H -1.083185 -4.253742 1.663839 0.9 1.4 1.2
H -1.538391 -1.325425 4.448613 -1.2 0.7 -1.5
H -3.324550 -1.638699 5.883680 -0.2 -0.9 -0.8
H -5.299560 -2.976382 5.216108 -0.4 -0.7 0.4
H -5.388619 -4.015635 2.954936 0.9 0.5 -0.1
H -3.687226 -3.339791 1.194272 0.1 1.3 1.8
C 5.177924 0.899831 -1.469157 -1.5 -1.8 1.9
C 3.703024 0.439045 -1.245923 -0.4 -1.1 1.7
C 3.561221 -1.005327 -1.752342 -1.0 -1.5 1.3
C 2.651593 1.283775 -1.945540 1.8 2.2 -1.8
C 3.251312 0.253810 0.219683 1.3 0.6 -1.7
H 5.258174 1.115748 -2.466061 0.4 0.9 -2.6
H 5.858154 0.063862 -1.261604 -0.1 0.4 0.3
H 5.354060 1.751856 -0.861700 0.6 0.8 0.4
H 3.577074 -1.010434 -2.787880 -0.2 0.4 -2.3
H 2.668937 -1.562689 -1.469281 -0.8 0.9 0.0
H 4.222436 -1.813220 -1.519304 1.7 0.2 0.8
H 2.933925 1.443246 -3.080768 -0.4 -0.2 2.1
H 2.751235 2.302885 -1.426969 -0.8 -1.1 -1.0
H 1.663064 0.843283 -1.967964 -0.1 0.0 0.5
H 4.169856 -0.085474 0.749659 0.0 -0.1 0.0
```
Forces are in eV/Å.

The strongest force on any atom comes out at 12.3 eV Å⁻¹. The energy above the lowest of the compared OMol25 structures with the same formula, charge and spin is 236.9 kcal per mole. As for the gap between HOMO and LUMO: 0.1945 hartree. As for the HOMO energy: -0.0833 hartree. Its charge is -2.

Atomic partial charges in e from the Löwdin method, atoms 1 to 8: number 1, Rb, carries 0.69; number 2, C, carries -0.24; number 3, C, carries -0.18; number 4, N, carries -0.06; number 5, C, carries -0.27; number 6, C, carries -0.40; number 7, S, carries 0.86; number 8, C, carries -0.48

=====

Entry 2:
Molecular formula: C41H50AsN2O4SSi3V
Method: DFT, ωB97M-V/def2-TZVPD

Structure (XYZ):
```
103
Properties=species:S:1:pos:R:3:forces:R:3
V -0.390007 0.135746 1.307148 4.3 0.4 1.4
C 1.892439 -7.221416 -0.287297 0.0 0.0 0.1
C 1.494210 -5.798587 -0.508476 0.0 0.2 0.1
C 0.153868 -5.442354 -0.608149 0.0 0.1 0.0
C -0.217745 -4.121854 -0.771063 -0.2 0.0 0.0
C 0.748324 -3.134292 -0.820974 -0.2 0.4 0.0
C 2.088184 -3.468763 -0.747623 0.1 0.3 0.0
C 2.455596 -4.792989 -0.587889 -0.1 0.0 0.0
S 0.242885 -1.456919 -1.150117 1.2 -0.6 -1.0
O -0.345128 -1.496832 -2.463907 -0.2 -0.3 0.4
O 1.344383 -0.544958 -0.907615 0.1 -0.5 0.2
N -0.841263 -0.962589 -0.070074 0.4 -1.2 -0.7
C -2.224280 -1.337868 -0.073016 -1.2 -0.3 0.1
C -2.511723 -1.287148 1.436077 -2.5 -3.4 -1.6
O -3.163459 -2.090007 2.046840 0.5 0.8 -0.1
O -1.891772 -0.261820 1.925886 -2.6 1.6 2.7
H 1.067390 -7.893176 -0.506053 0.0 -0.1 0.0
H 2.174012 -7.363029 0.756262 0.0 -0.1 0.0
H 2.750966 -7.488179 -0.899571 0.0 -0.1 0.0
H -0.610917 -6.201882 -0.571898 -0.1 -0.1 0.0
H -1.258387 -3.864941 -0.868021 -0.2 -0.1 -0.1
H 2.826220 -2.686116 -0.820944 0.2 0.0 -0.1
H 3.502516 -5.048758 -0.525943 0.1 0.0 0.0
H -2.418757 -2.318984 -0.511839 0.0 0.2 0.2
H -2.865021 -0.600220 -0.589765 0.2 -0.2 0.1
C -1.100860 -2.062327 4.881530 0.6 0.4 -0.5
Si 0.528165 -1.759838 3.932536 0.2 -0.7 0.1
C 0.682449 -3.050503 2.529737 -0.2 0.6 0.6
C 2.003710 -1.983305 5.130024 -0.6 0.2 -0.5
C 0.656351 -0.065406 3.023949 -0.1 -0.3 -0.4
Si -0.138484 1.407259 4.057315 0.0 0.9 0.8
C -2.042599 1.407988 4.195944 0.7 -0.3 -0.2
C 0.608200 1.368672 5.818250 -0.2 -0.2 -0.8
C 0.261635 3.148186 3.339533 -0.1 -0.8 0.1
Si 2.419638 0.345564 2.414753 0.8 0.1 0.2
C 3.512529 -1.018036 1.644833 -0.7 0.4 0.3
C 3.560696 1.287811 3.630587 -0.7 -0.3 -0.4
C 1.934260 1.551927 0.999904 1.3 -0.4 0.5
C 2.826900 2.338869 0.286788 -0.2 -0.1 0.1
C 2.354439 3.250536 -0.644411 -0.2 0.0 0.1
C 0.983098 3.389321 -0.808549 -0.1 -0.1 0.2
C 0.152116 2.561488 -0.070808 -0.5 1.1 -0.5
N 0.621150 1.653195 0.779043 0.0 1.9 -0.8
H -1.128727 -3.076131 5.274107 0.2 -0.2 0.0
H -1.970163 -1.955432 4.238867 -0.1 0.0 -0.1
H -1.224094 -1.390647 5.724497 0.0 0.2 0.2
H 0.982754 -4.019447 2.915114 0.0 -0.2 0.1
H 1.410385 -2.747417 1.783430 0.1 0.0 0.0
H -0.274700 -3.178481 2.027708 -0.2 0.0 -0.1
H 1.917963 -2.936884 5.638401 -0.1 -0.3 0.1
H 2.044923 -1.217838 5.893786 -0.1 0.3 0.2
H 2.959170 -1.977385 4.618170 0.2 0.0 -0.2
H -2.447228 0.435331 4.446740 -0.1 -0.2 0.0
H -2.500538 1.721188 3.260103 -0.1 0.1 0.0
H -2.365378 2.102930 4.964159 0.2 0.2 0.2
H 0.387023 0.447073 6.341481 -0.1 -0.3 0.1
H 0.196876 2.179717 6.408943 -0.2 0.2 0.0
H 1.683221 1.494777 5.805235 0.3 0.0 -0.1
H -0.400394 3.402906 2.514230 -0.1 0.0 -0.1
H 1.285495 3.245052 2.993633 0.2 0.1 -0.1
H 0.109865 3.896674 4.110613 -0.1 0.1 0.3
H 3.601392 -1.890603 2.283249 0.0 -0.2 0.1
H 4.517953 -0.644329 1.469316 0.1 0.2 0.0
H 3.103748 -1.324087 0.688428 -0.1 -0.1 -0.1
H 3.717538 0.689605 4.520610 0.0 -0.2 0.2
H 3.165899 2.247910 3.940244 -0.2 0.2 0.1
H 4.538296 1.464102 3.191903 0.1 -0.1 -0.2
H 3.884835 2.236735 0.477504 0.1 0.0 0.0
H 3.036001 3.869951 -1.209386 0.0 0.0 0.0
H 0.564419 4.124395 -1.482643 -0.1 -0.1 0.0
H -0.930970 2.675520 -0.107729 0.3 0.0 -0.2
C -5.035576 -0.384010 -4.967075 0.0 0.0 0.0
C -3.765255 -0.684284 -5.429141 0.0 -0.1 0.0
C -2.648453 -0.311209 -4.699371 0.2 0.1 0.1
C -2.795203 0.374041 -3.501775 0.1 -0.1 0.1
C -4.075498 0.619723 -3.013060 0.2 0.2 0.1
C -5.190511 0.263895 -3.751673 -0.1 -0.1 0.1
As -1.251348 1.044939 -2.483537 -0.9 1.2 -0.7
C 0.019707 1.321153 -3.919010 0.1 0.2 -0.1
C 0.835670 0.369479 -4.503423 0.1 -0.2 0.1
C 1.719608 0.734122 -5.506515 0.1 0.0 -0.1
C 1.797028 2.053986 -5.922946 0.0 0.0 0.0
C 0.984530 3.015464 -5.347674 0.0 0.0 0.1
C 0.088152 2.659017 -4.345829 0.1 -0.4 -0.1
C -0.842577 3.571857 -3.681824 -0.4 0.1 0.3
C -0.944133 4.940834 -3.908847 0.1 -0.1 0.0
C -1.863774 5.688836 -3.194106 0.0 0.1 0.0
C -2.685433 5.091706 -2.252007 0.0 0.0 0.1
C -2.584970 3.729863 -2.015478 0.0 -0.2 0.0
C -1.678672 2.965764 -2.730840 0.3 -0.3 -0.1
H -5.906741 -0.655658 -5.544208 0.0 0.0 -0.1
H -3.642918 -1.216004 -6.360354 0.0 0.0 -0.1
H -1.655272 -0.549413 -5.055802 0.0 0.0 -0.1
H -4.205427 1.126322 -2.060505 0.0 0.0 0.0
H -6.179132 0.481480 -3.373470 -0.1 0.0 0.0
H 0.785511 -0.656106 -4.166892 0.1 0.0 -0.1
H 2.358192 -0.009516 -5.959257 0.0 -0.1 0.0
H 2.486863 2.339100 -6.703680 0.1 0.0 -0.1
H 1.048413 4.039924 -5.687599 0.0 0.0 0.0
H -0.307684 5.429826 -4.633604 0.0 0.0 0.0
H -1.939818 6.750484 -3.370379 0.0 0.1 0.0
H -3.390347 5.687942 -1.691196 -0.1 0.0 0.0
H -3.226419 3.267791 -1.272575 0.0 0.0 0.0
```
Forces are in eV/Å.

The strongest force on any atom comes out at 4.6 eV Å⁻¹. As for the expectation value of S²: 0.774. The energy above the lowest of the compared OMol25 structures with the same formula, charge and spin is 28.0 kcal per mole. As for the gap between HOMO and LUMO (alpha / beta): 0.2200 / 0.2367 hartree. As for the HOMO energy (alpha / beta): -0.3831 / -0.3832 hartree. Its charge is +1. The spin multiplicity is 2.

Atomic partial charges in e from the Löwdin method, atoms 1 to 8: number 1, V, carries 0.95; number 2, C, carries -0.03; number 3, C, carries -0.25; number 4, C, carries -0.01; number 5, C, carries -0.05; number 6, C, carries -0.29; number 7, C, carries -0.06; number 8, C, carries -0.01